Entry 1:
This record from the OMol25 dataset describes a cluster of 2 separate species, C2H7NO3 in total in a non-equilibrium geometry. The level of theory is ωB97M-V/def2-TZVPD.

The multiplicity is 1. As for the energy: -9820.300 eV. Its strongest force on any atom is 1.88 eV/Å. The LUMO energy comes out at 0.8 eV. As for the HOMO-LUMO gap: 0.389 hartree. Its energy above the lowest of the compared OMol25 structures with the same formula, charge and spin is 63.8 kJ/mol.

```
13
Properties=species:S:1:pos:R:3:mulliken_charge:R:1
C 1.53098 1.03802 -1.82734 -0.8306
N 0.93210 0.65151 -0.53485 -0.1974
C -0.38189 0.32796 -0.44964 0.5372
O -0.67652 -0.57420 -1.46159 -0.4596
O -1.20765 0.65312 0.34908 -0.5438
H 1.89625 0.13767 -2.31055 0.2569
H 2.44015 1.59810 -1.60091 0.3598
H 0.86000 1.72309 -2.33303 0.2788
H 1.30227 1.10189 0.29541 0.2749
H -1.61477 -0.46519 -1.64635 0.3213
H 0.17035 -1.00803 3.60392 0.3098
H -0.19324 -2.48458 3.79411 0.3121
O -0.39473 -1.69668 3.24452 -0.6194
```


Entry 2:
This record from the OMol25 dataset describes a structure of composition C29H36FeN3O6PSe. The level of theory is ωB97M-V/def2-TZVPD.

The multiplicity is 6. As for the energy: -156435.259 eV. Its strongest force on any atom is 0.49 eV/Å. As for the net charge: -1. The LUMO energy (alpha / beta) comes out at 2.6 / 2.4 eV. As for the HOMO-LUMO gap (alpha / beta): 0.252 / 0.265 hartree. Its energy above the lowest of the compared OMol25 structures with the same formula, charge and spin is 0.0 kJ/mol.

```
77
Properties=species:S:1:pos:R:3:mulliken_charge:R:1
Fe 0.18815 -0.14318 0.13033 2.3846
C -1.56866 1.97192 1.91762 -1.4821
N -0.32690 2.06731 1.13271 1.4257
C 0.80668 2.43002 2.01996 -1.6458
C 1.09626 1.50338 3.19614 -0.6793
C 1.72737 0.13900 2.84418 -0.7677
N 1.94665 0.00147 1.41208 0.1348
C 3.11218 -0.36752 1.03162 -0.3572
C 3.60065 -0.46656 -0.32097 0.7437
C 4.90858 -0.93497 -0.51111 -0.5644
C 5.49334 -0.97898 -1.75440 -0.8183
C 4.75097 -0.51791 -2.85266 -0.4739
C 3.47566 -0.03998 -2.70172 -0.9612
C 2.83306 -0.00706 -1.42999 0.1378
O 1.63326 0.42036 -1.31982 -0.3250
C -0.48662 3.17680 0.14700 -1.3213
C -0.46721 2.77988 -1.31985 -0.6688
C -1.58429 1.80901 -1.71421 -1.3090
N -1.11544 0.44084 -1.60869 1.4122
C -1.06030 -0.22167 -2.69798 -0.7962
C -0.57011 -1.56505 -2.89974 0.7632
C -0.65588 -2.08853 -4.19732 -0.8617
C -0.22013 -3.35703 -4.50144 -0.8409
C 0.32829 -4.13609 -3.47384 -0.4096
C 0.42828 -3.65632 -2.19178 -0.7347
C -0.02309 -2.35461 -1.85117 -0.0080
O 0.03816 -1.95650 -0.63031 -0.2573
H -1.77291 2.92458 2.43110 0.3463
H -1.51669 1.17233 2.64907 0.2990
H -2.39625 1.74938 1.24563 0.2472
H 0.61011 3.43559 2.42526 0.5751
H 1.68924 2.50170 1.38033 0.5851
H 0.19348 1.33209 3.78212 0.3028
H 1.78146 2.05906 3.84241 0.4568
H 1.07118 -0.66834 3.16535 -0.0223
H 2.67813 0.01691 3.37998 0.5731
H 3.85799 -0.59174 1.80644 0.1001
H 5.46275 -1.27075 0.35983 0.3350
H 6.49770 -1.35694 -1.88401 0.3782
H 5.19412 -0.54016 -3.84197 0.3900
H 2.90123 0.30654 -3.55171 0.3783
H 0.30088 3.91566 0.31944 0.5563
H -1.43302 3.68363 0.36718 0.3944
H 0.48841 2.31476 -1.57252 0.0186
H -0.55316 3.69807 -1.90793 0.4392
H -1.93021 2.01506 -2.73766 0.6301
H -2.44617 1.93717 -1.04874 0.2607
H -1.42414 0.26180 -3.61722 -0.0875
H -1.08406 -1.46291 -4.97411 0.3531
H -0.29807 -3.74384 -5.50802 0.3946
H 0.68305 -5.13649 -3.69382 0.4087
H 0.85378 -4.25311 -1.39560 0.4545
C -4.46601 -1.60688 1.27572 -1.5538
P -2.98964 -1.72847 0.20248 1.4093
C -2.41196 -3.45250 0.14589 -2.0780
C -4.04341 -1.70119 -1.40938 0.2170
C -4.62084 -2.85209 -1.94312 -0.6526
C -5.42755 -2.78637 -3.07036 -0.6475
C -5.67254 -1.56680 -3.68437 -0.5392
C -5.11261 -0.41365 -3.15635 -0.5724
C -4.30616 -0.48631 -2.02928 -0.2500
H -5.06252 -2.51404 1.16194 0.4238
H -5.06760 -0.76056 0.94277 0.3945
H -4.19319 -1.49739 2.32067 0.4668
H -3.03832 -4.08093 0.77773 0.3651
H -1.39069 -3.48615 0.52006 0.4375
H -2.41376 -3.80571 -0.88316 0.6361
H -4.44617 -3.81429 -1.48014 0.3630
H -5.86607 -3.69246 -3.47077 0.4006
H -6.29557 -1.51696 -4.56821 0.3770
H -5.29850 0.54483 -3.62682 0.4204
H -3.87252 0.41774 -1.62064 0.1703
O -0.02479 -2.72008 2.59297 -0.6431
Se -1.38591 -1.92255 2.93176 0.9334
O -1.18418 -0.68762 3.95837 -0.6836
O -1.79735 -1.08327 1.38398 -0.1925
O -2.66427 -2.84875 3.26358 -0.6899
```


Entry 3:
This record from the OMol25 dataset describes a cluster of 7 separate species, C35H33BF9IN3O23PS in total in a non-equilibrium geometry. The level of theory is ωB97M-V/def2-TZVPD.

The multiplicity is 1. As for the energy: -141755.967 eV. Its strongest force on any atom is 1.89 eV/Å. The LUMO energy comes out at 0.3 eV. As for the HOMO-LUMO gap: 0.300 hartree.

```
107
Properties=species:S:1:pos:R:3:mulliken_charge:R:1
C 3.49194 -2.37451 1.92839 -1.5149
C 3.38945 -1.19981 0.93295 0.5679
C 2.30653 -0.23034 1.34606 -1.0943
I 0.36244 -1.26925 1.23768 0.0358
N 2.39206 1.07069 0.69859 1.3617
C 1.22974 1.88651 0.71513 -1.4703
C 1.03134 2.69880 1.81818 -0.8480
C -0.05849 3.53932 1.83584 0.9625
F -0.20554 4.35698 2.90397 -0.3989
C -0.97126 3.59975 0.80523 -1.9438
N -2.08720 4.52380 0.79900 0.9194
C -2.70467 4.78075 2.02992 0.2045
O -3.44630 4.06361 2.57052 -0.3163
F -2.38189 5.95069 2.54537 -0.2619
C -1.91760 5.67078 -0.00481 0.5182
O -2.80455 6.29728 -0.45100 -0.4804
F -0.66297 5.98978 -0.23563 -0.2115
C -0.80474 2.75876 -0.30714 1.8883
P -2.00325 2.74608 -1.71981 -0.4890
N -3.52519 2.91534 -0.95647 -0.3898
O -2.02371 1.15201 -2.19077 0.1527
C 0.31873 1.93184 -0.34871 0.0732
S 0.69262 0.88804 -1.75036 -0.1710
C 2.45261 1.12846 -1.75594 1.3671
C 3.11834 1.28622 -2.95984 -0.8717
C 4.48664 1.50370 -2.95710 -0.5241
C 5.15780 1.57056 -1.74567 -1.2712
C 4.48449 1.43030 -0.53279 0.0823
B 5.34191 1.59794 0.78753 0.7350
O 4.82230 2.23173 1.89740 -0.5335
O 6.62814 1.10837 0.82084 -0.4978
C 3.10672 1.18366 -0.53490 -0.9622
H 2.73123 -2.33843 2.70124 0.5094
H 3.51522 -3.32463 1.41988 0.2788
H 4.44402 -2.29829 2.45230 0.3303
H 4.37027 -0.73086 0.92618 -0.1392
H 3.22988 -1.58956 -0.06692 0.3436
H 2.39845 -0.07009 2.41501 0.6793
H 1.73634 2.67564 2.63311 0.7196
H -4.25281 2.48754 -1.51656 0.3658
H -3.51969 2.47790 -0.03404 0.2413
H -2.74966 0.71604 -1.72153 0.2237
H 2.55203 1.25999 -3.87858 0.4935
H 5.00333 1.64402 -3.89188 0.4833
H 6.22196 1.74195 -1.71624 0.4533
H 4.26649 2.95615 1.58857 0.3138
H 7.22627 1.81415 1.09119 0.2991
C -3.48442 -1.97426 -4.71275 -0.4433
C -2.28320 -1.40630 -3.99404 0.3788
O -1.23347 -2.24036 -4.45215 -0.2828
C -1.57992 -2.68309 -5.69459 0.5737
O -0.83721 -3.18546 -6.46628 -0.5049
O -2.90034 -2.45920 -5.92532 -0.3158
F -2.39874 -1.53757 -2.64882 -0.2859
H -3.92675 -2.80554 -4.16164 0.2819
H -4.25049 -1.23147 -4.92006 0.2916
H -2.05723 -0.36735 -4.23574 0.2692
C -4.50054 -0.01046 4.12184 -0.2888
C -3.04747 -0.04246 4.52564 0.2662
O -2.38822 0.10708 3.27645 -0.2069
C -3.22598 0.80807 2.46722 0.2249
O -2.89588 1.32706 1.45039 -0.3777
O -4.47241 0.84492 2.97396 -0.2211
F -2.69740 -1.22986 5.07828 -0.2897
H -4.87043 -0.99487 3.83399 0.0640
H -5.14739 0.39940 4.89418 0.3563
H -2.74145 0.76434 5.19327 0.2517
C 6.55034 1.72794 -7.58933 -0.4066
C 7.20481 0.46477 -8.09978 0.2811
O 7.25735 -0.34181 -6.93836 -0.3067
C 6.22103 0.03366 -6.13190 0.6427
O 5.81761 -0.58746 -5.21146 -0.4485
O 5.71220 1.22537 -6.54453 -0.2876
F 8.46479 0.69036 -8.54594 -0.2881
H 7.28488 2.41676 -7.17001 0.2858
H 5.96222 2.24321 -8.34404 0.2531
H 6.64076 -0.05632 -8.87508 0.2883
C -7.97023 3.60671 2.63802 -0.2563
C -8.23934 2.22359 2.09349 0.2992
O -7.71223 1.38846 3.11118 -0.2273
C -7.80515 2.07814 4.28417 0.6713
O -7.68629 1.59010 5.35814 -0.5202
O -8.04908 3.38705 4.05125 -0.3473
F -7.57009 1.99741 0.93815 -0.2483
H -6.96883 3.95170 2.37642 0.1679
H -8.70183 4.34419 2.31911 0.2880
H -9.29499 1.98896 1.94619 0.2022
C 7.82734 -5.62129 0.36703 -0.4520
C 6.60887 -6.26970 0.98236 0.3035
O 5.71569 -5.17946 1.10650 -0.2622
C 6.02931 -4.28092 0.12544 0.5698
O 5.33418 -3.38731 -0.21540 -0.3993
O 7.24478 -4.56644 -0.40329 -0.3206
F 6.86872 -6.77843 2.21180 -0.2829
H 8.48278 -5.19835 1.12951 0.2717
H 8.39857 -6.29407 -0.26700 0.2689
H 6.14832 -7.04453 0.36720 0.2800
C -5.69603 -4.98374 4.55132 -0.4104
C -6.62206 -3.79763 4.41395 0.3489
O -6.41999 -3.40808 3.06892 -0.2732
C -6.05569 -4.52708 2.36960 0.6268
O -6.05709 -4.61418 1.19131 -0.4973
O -5.70468 -5.52000 3.22455 -0.3302
F -6.26572 -2.77433 5.22929 -0.2532
H -4.68360 -4.67306 4.81361 0.2735
H -6.04491 -5.72036 5.26999 0.2888
H -7.67757 -4.02579 4.57040 0.2509
```